(1)
Below is a structure of composition C22H22CdF10N3O6S2, with properties calculated with wB97M-V/def2-TZVPD.

XYZ file:
```
66
Properties=species:S:1:pos:R:3:forces:R:3:nbo_charge:R:1
Cd -0.409697 -0.467570 0.783174 0.02 -0.02 -0.03 1.7108
C -2.685954 0.913208 2.847669 -0.01 0.01 0.01 -0.4309
N -2.222264 1.067720 1.471528 0.02 -0.02 0.02 -0.5083
C -1.949112 2.471399 1.181722 0.00 0.02 -0.01 -0.4222
C -3.186152 0.518025 0.514859 0.00 0.01 -0.01 -0.2219
C -3.470359 -0.963149 0.738446 0.01 -0.02 0.01 -0.2362
N -2.228376 -1.699601 0.858844 0.00 0.01 0.01 -0.8251
C -2.238464 -3.023885 1.063778 0.02 0.01 0.00 0.1107
C -1.006324 -3.697825 1.270105 -0.01 -0.01 0.00 0.2891
F 0.130769 -2.958370 1.259297 0.01 0.00 0.00 -0.3340
C -0.899779 -5.045813 1.490601 0.00 0.01 0.00 0.3396
F 0.323153 -5.575736 1.678591 0.01 0.00 0.00 -0.3167
C -2.009962 -5.873133 1.531292 0.01 -0.01 0.00 -0.4239
C -3.224940 -5.252645 1.335724 -0.01 0.01 0.00 0.3547
F -4.351791 -5.995406 1.359125 -0.01 0.00 0.00 -0.3235
C -3.351966 -3.897334 1.110464 0.00 0.00 0.00 0.2132
F -4.610793 -3.423640 0.918819 -0.01 0.00 0.00 -0.3306
H -3.686693 1.354179 2.975240 0.00 0.00 0.00 0.1620
H -1.990837 1.412840 3.518945 0.00 0.00 0.00 0.2267
H -2.721274 -0.140221 3.118645 0.00 -0.01 -0.01 0.2171
H -2.854941 3.085211 1.303303 0.00 0.00 0.00 0.1588
H -1.575136 2.567443 0.164372 0.00 0.00 0.00 0.2298
H -1.183915 2.838904 1.865785 0.00 0.00 0.00 0.2153
H -2.764471 0.665369 -0.484831 -0.01 0.00 0.00 0.2036
H -4.137039 1.073574 0.561656 0.01 0.01 0.00 0.1706
H -4.078274 -1.298917 -0.108674 0.00 0.01 0.00 0.1924
H -4.099922 -1.078094 1.629376 0.00 0.00 0.00 0.1760
H -1.928217 -6.934372 1.704313 0.00 0.00 0.00 0.2353
F 1.789025 -1.552729 5.252590 0.00 -0.01 -0.01 -0.3065
C 1.224456 -0.373149 5.489316 -0.01 0.00 0.01 0.7203
F 2.003735 0.318695 6.318845 0.00 0.00 0.01 -0.3108
F 0.046239 -0.576104 6.084450 -0.03 0.00 0.01 -0.3154
S 0.950602 0.555918 3.925884 0.04 -0.04 0.00 2.2687
O 0.105180 -0.332110 3.152242 -0.03 0.04 0.03 -0.9983
O 0.391168 1.810674 4.332620 0.01 -0.04 -0.01 -0.9255
N 2.431048 0.661916 3.430773 -0.01 0.04 -0.04 -1.2354
S 2.930980 0.408131 1.963922 -0.02 -0.06 -0.02 2.2789
O 4.316461 0.071462 1.956935 0.02 0.01 0.00 -0.9097
O 2.035707 -0.378206 1.144205 0.00 0.05 0.04 -0.9862
C 2.841187 2.098964 1.235003 0.00 0.01 0.01 0.7149
F 3.123156 2.054573 -0.064073 0.01 -0.01 -0.01 -0.3070
F 1.620421 2.605957 1.401932 -0.01 0.01 0.00 -0.3117
F 3.719583 2.906296 1.833270 0.00 0.02 0.00 -0.3147
C 3.119740 2.427292 -6.338489 0.00 0.00 0.01 -0.6229
C 2.438435 1.864973 -5.118985 0.01 0.01 -0.02 -0.0087
C 3.066086 0.909997 -4.331201 0.00 0.00 0.00 -0.2640
C 2.467804 0.392737 -3.187455 -0.01 0.00 0.01 0.1418
C 3.187081 -0.656931 -2.383078 0.00 -0.01 -0.01 -0.6561
C 1.208331 0.873687 -2.814995 0.01 0.01 -0.01 -0.1903
C 0.558356 1.840221 -3.586712 0.01 -0.01 0.01 0.0403
C -0.796873 2.375779 -3.205012 0.01 0.00 0.00 -0.6300
C 1.180176 2.310103 -4.738163 -0.01 0.00 0.01 -0.2351
C 0.561336 0.352483 -1.564266 -0.04 0.00 0.03 0.7683
O 0.141036 1.195611 -0.714453 0.02 -0.02 -0.02 -0.8294
O 0.466300 -0.882196 -1.385053 0.00 0.01 0.01 -0.7555
H 3.758511 1.682160 -6.813882 0.00 0.00 0.00 0.2105
H 3.750630 3.279079 -6.072524 0.00 0.00 0.00 0.2138
H 2.392191 2.773464 -7.073310 0.00 0.00 0.00 0.2084
H 4.050216 0.549868 -4.614312 0.00 0.00 0.00 0.1966
H 4.229933 -0.722369 -2.694713 0.00 0.00 0.00 0.1983
H 2.715187 -1.630556 -2.515491 0.00 0.00 0.00 0.2370
H 3.153627 -0.444894 -1.315039 0.00 0.00 0.00 0.2382
H -1.479921 1.572195 -2.926008 0.00 0.00 0.00 0.2182
H -1.234191 2.929841 -4.036154 0.00 0.00 -0.01 0.1997
H -0.718646 3.037440 -2.341915 0.00 -0.01 0.00 0.2335
H 0.668439 3.047574 -5.348859 0.00 0.00 0.00 0.1936
```
Positions in Å, forces in eV/Å.

* multiplicity: 1
* net charge: -1
* energy above the lowest of the compared OMol25 structures with the same formula, charge and spin: 0.0 kcal/mol

***

(2)
Below is a structure of composition C22H22Cl2N9O2RbS in a non-equilibrium geometry, with properties calculated with wB97M-V/def2-TZVPD.

XYZ file:
```
59
Properties=species:S:1:pos:R:3:forces:R:3:nbo_charge:R:1
Rb 1.182426 -0.971622 -0.479583 0.81 -0.12 0.68 0.9042
N 1.221068 -6.089694 -0.189244 -0.01 -0.10 -0.05 -0.5216
C 2.041249 -6.123250 -1.296222 0.00 0.01 0.01 -0.1218
C 2.429988 -4.833148 -1.493619 -0.02 0.09 0.06 -0.0676
N 1.872529 -4.015887 -0.542825 0.11 -0.02 -0.19 -0.3991
C 1.154063 -4.790558 0.219383 -0.18 0.12 0.28 0.2928
C 0.369353 -4.332523 1.369504 0.17 -0.10 -0.29 0.3084
N 0.335635 -3.104741 1.806599 -0.06 0.08 0.18 -0.3997
C -0.518555 -3.113492 2.880783 0.04 0.05 -0.10 -0.0718
C -1.005723 -4.367312 3.092845 0.01 0.00 0.00 -0.1245
N -0.424901 -5.149724 2.118540 -0.08 -0.06 0.06 -0.5244
H 0.760505 -6.882497 0.214812 0.01 -0.02 0.02 0.3980
H 2.262689 -7.038921 -1.815868 -0.01 0.02 0.01 0.2073
H 3.073175 -4.435494 -2.261104 -0.01 0.00 0.02 0.2217
H -0.739560 -2.209339 3.423906 0.02 -0.03 -0.02 0.2147
H -1.692305 -4.771371 3.815961 0.01 0.01 -0.01 0.2061
H -0.623131 -6.119208 1.959756 0.00 -0.02 0.00 0.3989
O 0.047190 -0.537139 -2.818709 -0.35 -0.07 -0.30 -0.8098
C -1.057811 -0.582555 -2.217373 -0.14 -0.09 -0.35 0.7663
O -1.319424 -1.325855 -1.235484 -0.46 0.07 -0.25 -0.7996
C -2.181418 0.283548 -2.761757 -0.04 0.01 0.06 -0.1866
C -3.317601 -0.384430 -3.209374 0.02 0.05 0.01 -0.1392
C -4.404632 0.288898 -3.754196 0.05 0.03 0.04 -0.3169
C -4.348781 1.677126 -3.822453 0.06 -0.02 0.00 -0.2416
C -3.231232 2.352987 -3.358480 0.03 0.04 -0.02 -0.2661
C -2.107877 1.696002 -2.816657 0.03 -0.06 0.08 -0.0996
S -0.746144 2.622293 -2.210717 -0.12 0.02 -0.03 -0.5695
H -3.339917 -1.465085 -3.112408 0.01 0.01 0.01 0.1915
H -5.276288 -0.253868 -4.103564 0.00 -0.01 -0.01 0.1784
H -5.180620 2.237828 -4.239176 -0.01 0.01 0.01 0.1775
H -3.195518 3.435839 -3.402689 -0.01 0.00 -0.01 0.1969
N 0.782924 1.346367 1.214548 0.06 0.28 0.34 -0.4056
C 0.631421 2.458609 1.487093 -0.24 -0.11 -0.08 0.4502
N 0.434935 3.745031 1.782791 0.25 0.05 -0.15 -0.4809
C 0.234862 4.085423 3.184721 -0.12 -0.04 -0.03 -0.2008
C -1.221076 3.822471 3.607118 -0.01 -0.01 0.00 -0.4160
C -2.163452 3.979073 2.401172 0.04 -0.05 -0.01 -0.4061
C -1.634024 5.045641 1.447271 -0.04 0.04 -0.02 -0.4186
C -0.324189 4.566386 0.815370 0.08 -0.10 -0.02 -0.2378
H 0.484847 5.143324 3.295996 -0.01 0.01 -0.02 0.1849
H 0.939926 3.519656 3.791115 0.02 -0.01 0.00 0.2152
H -1.494668 4.520528 4.404738 0.00 0.01 0.00 0.1877
H -1.310161 2.814028 4.016628 -0.01 0.01 0.01 0.2087
H -3.174957 4.215233 2.737339 0.01 0.00 0.00 0.2003
H -2.221650 3.032238 1.858654 -0.02 0.01 -0.01 0.2288
H -1.484005 5.982392 1.998044 0.00 0.00 -0.01 0.1741
H -2.347921 5.255554 0.649268 0.01 -0.04 0.00 0.2300
H 0.294896 5.407256 0.492529 0.03 0.04 0.08 0.1827
H -0.519900 3.951062 -0.068903 -0.10 -0.02 0.03 0.2873
Cl 3.378612 1.774588 -4.527482 -0.06 -0.13 0.13 -0.0878
C 2.709032 0.696141 -3.263158 0.09 -0.03 -0.09 -0.3796
Cl 3.471041 -0.919233 -3.323188 -0.07 0.20 -0.05 -0.0674
H 1.637291 0.579025 -3.406344 -0.03 0.00 -0.03 0.3030
H 2.946179 1.134180 -2.301495 0.05 0.00 0.02 0.2266
N 3.929353 -0.476810 0.477910 0.22 -0.08 0.15 -0.5865
C 4.750557 -0.855474 1.213932 0.13 -0.10 -0.16 0.4813
N 5.664241 -1.160392 2.099281 -0.04 0.18 0.22 -0.7464
C 6.419551 -2.224160 2.049521 -0.04 -0.11 -0.18 0.4662
N 7.147897 -3.134918 2.104915 -0.07 0.08 0.02 -0.5966
```
Positions in Å, forces in eV/Å.

* multiplicity: 1
* energy: -2837.590606 hartree
* net charge: -2